DFT (ωB97M-V with the def2-TZVPD basis set) results for a cluster of 5 separate species, C51H59ClF3IN3O20 in total in a non-equilibrium geometry.

Computed properties:
orbital gap: 7.56 eV
highest occupied orbital energy: -10.59 eV

```
! wB97M-V def2-TZVPD RIJCOSX def2/J DEFGRID3
* xyz 1 1
C -1.322 -1.430 0.781
C -0.708 -0.115 1.293
N -1.617 0.997 0.985
N -1.456 2.124 1.815
C -0.936 3.291 1.122
Cl 0.634 2.819 0.374
C -0.600 4.417 2.111
C 0.149 5.619 1.543
C -0.540 6.452 0.432
C -0.148 7.927 0.644
O -0.033 6.098 -0.834
C -0.936 5.428 -1.704
C -1.100 6.101 -3.031
C -2.284 6.710 -3.330
C -2.514 7.304 -4.524
C -1.537 7.289 -5.476
C -0.350 6.706 -5.184
C -0.132 6.113 -3.984
N -1.895 4.825 2.728
C -2.577 3.712 3.441
O -1.691 3.441 4.498
C -3.911 4.123 4.065
C -3.847 5.465 4.822
C -4.866 5.547 5.966
F -5.833 4.625 5.874
F -4.255 5.455 7.153
F -5.476 6.757 5.925
C -2.693 2.366 2.603
C -3.981 2.298 1.767
C -4.189 3.429 0.780
O -4.493 4.548 1.030
I -3.988 2.883 -1.318
O -2.689 1.400 3.630
C -3.541 0.265 3.493
C -3.198 -0.719 4.632
C -2.350 -1.887 4.157
C -4.485 -1.133 5.367
C -5.132 0.080 6.095
C -4.277 -2.239 6.412
H -1.119 -2.288 1.412
H -2.394 -1.265 0.661
H -0.951 -1.589 -0.231
H 0.206 0.037 0.710
H -0.403 -0.124 2.333
H -1.612 1.238 0.001
H -1.539 3.651 0.282
H 0.049 3.956 2.852
H 0.295 6.298 2.389
H 1.144 5.352 1.208
H -1.637 6.441 0.489
H -0.289 8.237 1.676
H 0.893 8.066 0.358
H -0.726 8.535 -0.049
H -1.929 5.275 -1.281
H -0.526 4.427 -1.894
H -3.068 6.704 -2.581
H -3.463 7.774 -4.726
H -1.740 7.741 -6.434
H 0.442 6.692 -5.918
H 0.826 5.641 -3.811
H -1.657 5.514 3.450
H -2.469 5.327 2.041
H -2.155 3.485 5.342
H -4.733 4.177 3.358
H -4.183 3.350 4.782
H -2.869 5.532 5.304
H -3.984 6.334 4.185
H -4.848 2.305 2.428
H -4.068 1.386 1.191
H -4.601 0.506 3.625
H -3.441 -0.266 2.547
H -2.598 -0.166 5.364
H -1.379 -1.523 3.838
H -2.133 -2.577 4.961
H -2.821 -2.474 3.365
H -5.193 -1.528 4.631
H -5.060 -0.011 7.173
H -6.187 0.095 5.825
H -4.687 1.002 5.716
H -5.269 -2.556 6.742
H -3.794 -1.829 7.298
H -3.787 -3.130 6.036
C 0.546 -4.662 5.986
C 1.149 -5.574 6.762
C 2.003 -5.176 7.934
O 2.503 -6.057 8.604
C 2.187 -3.756 8.200
C 1.586 -2.849 7.422
C 0.713 -3.248 6.268
O 0.183 -2.365 5.614
O 1.717 -1.537 7.613
O 1.035 -6.878 6.553
H -0.071 -4.937 5.142
H 2.816 -3.479 9.035
H 1.181 -1.111 6.917
H 1.563 -7.313 7.252
C 3.562 -3.912 -2.522
C 2.807 -3.233 -1.650
C 1.633 -2.411 -2.093
O 0.981 -1.835 -1.235
C 1.335 -2.341 -3.508
C 2.090 -3.017 -4.389
C 3.253 -3.860 -3.943
O 3.890 -4.464 -4.785
O 1.856 -2.983 -5.689
O 3.041 -3.240 -0.340
H 4.408 -4.509 -2.212
H 0.496 -1.733 -3.815
H 2.533 -3.546 -6.112
H 2.352 -2.676 0.059
C 5.973 -2.854 -9.896
C 5.527 -2.819 -8.632
C 4.500 -1.812 -8.187
O 4.113 -1.826 -7.030
C 4.013 -0.852 -9.163
C 4.462 -0.888 -10.424
C 5.467 -1.907 -10.876
O 5.816 -1.891 -12.040
O 4.053 -0.035 -11.356
O 5.968 -3.669 -7.709
H 6.709 -3.572 -10.228
H 3.288 -0.123 -8.828
H 4.528 -0.281 -12.174
H 5.496 -3.449 -6.882
C 5.049 -10.176 -6.093
C 4.943 -10.098 -4.760
C 4.945 -8.779 -4.041
O 4.826 -8.782 -2.829
C 5.093 -7.568 -4.830
C 5.202 -7.644 -6.161
C 5.174 -8.960 -6.884
O 5.260 -8.951 -8.098
O 5.343 -6.564 -6.923
O 4.827 -11.173 -3.985
H 5.046 -11.119 -6.621
H 5.112 -6.624 -4.307
H 5.404 -6.888 -7.843
H 4.766 -10.839 -3.069
*
```

Mulliken population analysis, charges in e, atoms 1 to 2:
1 C -1.236
2 C -0.519